# 1
110
Properties=species:S:1:pos:R:3:lowdin_charge:R:1 method="wB97M-V/def2-TZVPD" smiles="COC[C@H](C)N.COC[C@H](C)N.COC[C@H](C)N.COC[C@H](C)N.COC[C@H](C)N.COC[C@H](C)N.NC(N)=O" e_above_lowest_kj_mol=681.15 gap_ev=9.499 homo_ev=-9.3
H -0.036 4.334 -1.255 0.085
H 0.347 8.107 -3.315 0.071
H -3.735 7.481 -4.613 0.060
H -5.248 -4.297 -3.229 0.126
H -0.629 -9.822 0.892 0.078
N 7.288 4.851 -1.307 0.017
H 7.304 1.517 -5.052 0.088
C 1.394 -10.440 0.417 -0.429
H -5.479 -0.602 1.096 0.086
H -6.448 1.674 4.512 0.130
N -5.357 0.005 4.849 0.038
C -3.206 -2.796 -3.160 -0.125
C 6.380 2.826 -0.588 -0.087
C -5.423 1.331 4.374 -0.491
H 1.652 -9.560 2.496 0.120
O -0.824 5.717 -2.668 -0.209
C 1.006 -3.255 2.429 -0.143
C 8.199 1.594 -4.435 -0.138
H 6.316 1.773 -0.865 0.086
H -4.844 -2.330 -6.671 0.068
N 0.720 0.651 3.526 0.036
C 2.432 7.512 5.003 -0.809
C 2.138 -9.560 1.521 -0.147
C -0.792 5.115 -1.337 -0.092
H 5.474 -9.770 1.534 0.089
H 0.189 0.813 4.370 0.064
H 2.260 -0.521 2.960 0.135
H -1.718 4.755 -0.889 0.073
H -0.964 9.268 -2.992 0.069
H 1.895 -2.379 4.562 0.115
N 2.566 6.717 4.001 0.151
H -2.751 8.106 -5.577 0.063
O -6.308 0.937 2.115 -0.194
H 6.348 3.111 0.464 0.081
H -3.455 -3.009 -2.121 0.081
H -6.496 -5.710 -5.271 0.068
H 2.221 -8.509 1.242 0.112
H 1.898 -12.196 1.375 0.064
H 0.735 -11.368 1.737 0.050
H 2.557 9.487 5.232 0.136
H 1.994 -10.495 -0.492 0.133
H -5.257 2.524 2.623 0.127
H -2.839 5.810 -3.202 0.122
C -5.538 -4.066 -5.491 -0.416
H 2.495 7.310 3.187 0.099
H -7.201 -4.919 -6.433 0.068
C 4.526 -9.234 1.501 -0.129
C -5.221 1.454 2.828 -0.209
H 2.068 0.315 5.932 0.080
H -5.830 0.121 5.733 0.077
C 2.577 0.303 4.969 -0.070
H -4.657 3.298 5.080 0.076
C -1.646 7.440 -4.059 -0.428
H -6.033 -0.507 4.299 0.074
H -5.909 -3.306 -7.591 0.065
H -5.174 0.945 0.328 0.080
H -6.195 -2.975 -3.942 0.117
H 7.670 4.953 -0.378 0.071
C -4.515 2.223 5.192 -0.068
O 1.904 7.118 6.055 0.011
C 1.739 -0.336 3.900 -0.458
C 1.123 -1.712 4.178 -0.150
H 3.176 8.722 3.749 0.114
C -2.041 6.509 -2.950 -0.192
H 4.553 -8.668 0.570 0.083
O -4.310 -2.529 -3.974 -0.200
H -3.458 2.021 5.017 0.076
H 0.031 0.063 3.077 0.052
N 2.838 8.675 4.700 0.171
C -5.743 -2.940 -6.578 -0.061
H -4.275 0.940 2.657 0.128
H 5.442 3.307 -0.866 0.075
H 8.490 3.325 -1.067 0.147
N -2.900 8.047 -4.579 0.029
O 0.342 -2.136 2.961 -0.184
C 7.249 2.924 -2.867 -0.203
C -5.286 -3.568 -4.038 -0.178
H 0.314 -3.872 1.855 0.087
C 0.023 -9.898 0.022 -0.081
H -2.746 -3.654 -3.650 0.088
H 6.305 5.078 -1.263 0.065
N -6.806 -4.780 -5.514 0.013
H -0.700 5.994 -0.699 0.076
H 8.792 0.698 -4.621 0.085
O 3.470 -10.138 1.645 -0.219
H -0.391 9.129 -4.595 0.067
H 2.867 1.333 4.760 0.080
H -6.661 -2.370 -6.440 0.077
C -5.929 0.361 0.854 -0.090
H -1.135 6.805 -4.783 0.128
H -2.391 7.145 -2.138 0.125
H 1.825 -2.953 1.777 0.083
H 0.105 -8.975 -0.552 0.075
H 7.529 3.815 -3.430 0.116
H -4.667 2.112 6.266 0.073
H 8.833 2.403 -4.796 0.086
H -0.386 -10.662 -0.639 0.076
H 4.343 -8.560 2.338 0.087
H 0.408 -1.672 5.000 0.123
C 7.463 3.427 -1.419 -0.459
H 1.522 -3.847 3.186 0.075
H 2.050 5.858 3.876 0.127
N 1.097 -11.804 0.901 0.037
H 6.169 2.870 -3.009 0.123
H -2.488 -1.979 -3.078 0.085
H -6.792 0.305 0.190 0.087
H 3.527 -0.203 5.141 0.074
O 7.951 1.677 -3.050 -0.152
H -4.714 -4.696 -5.825 0.124
C -0.578 8.535 -3.701 -0.048

# 2
24
Properties=species:S:1:pos:R:3:lowdin_charge:R:1 method="wB97M-V/def2-TZVPD" smiles=CCN[C@H](C)CNC e_above_lowest_kj_mol=315.61 gap_ev=9.619 homo_ev=-8.5
H 1.578 0.107 2.470 0.137
H 1.188 0.721 -0.344 0.148
C -1.699 -0.620 -2.996 -0.126
H 0.665 2.183 1.679 0.066
H -1.010 1.804 -1.612 0.085
H 0.043 -0.760 -1.716 0.023
C 1.496 -0.682 1.564 -0.256
C 0.000 2.152 0.805 -0.120
H -1.898 -1.684 -3.538 0.120
C -0.905 0.910 -1.059 -0.170
H 1.188 -2.176 3.016 0.036
H -1.927 0.756 -0.554 0.128
N 0.036 -0.333 1.042 -0.039
H -0.595 -0.270 1.829 0.090
H -1.018 2.346 1.294 0.105
H 2.702 -2.383 2.195 0.096
C 1.596 -2.100 2.050 -0.139
H 2.192 -0.423 0.706 0.107
N -0.519 -0.125 -2.153 -0.073
C 0.127 0.865 0.129 -0.449
H 1.103 -2.875 1.390 0.090
H 0.170 3.089 0.197 0.099
H -2.643 -0.458 -2.555 0.027
H -1.872 -0.044 -3.839 0.016

# 3
7
Properties=species:S:1:pos:R:3:lowdin_charge:R:1 method="wB97M-V/def2-TZVPD" smiles="O=CCF" e_above_lowest_kj_mol=322.17 gap_ev=10.561 homo_ev=-10.8
H -0.083 1.071 1.223 0.167
O -0.245 1.838 -0.849 0.006
C -0.079 0.912 0.022 -0.192
C -0.083 -0.573 -0.185 -0.033
H -0.891 -1.538 -0.294 0.206
H 0.503 -0.796 -0.927 0.031
F 0.877 -0.913 1.009 -0.185

# 4
2
Properties=species:S:1:pos:R:3:mulliken_spin:R:1 method="wB97M-V/def2-TZVPD" charge=+1 multiplicity=2 e_above_lowest_kj_mol=137.77 gap_ev="7.174 / 7.617" homo_ev="-18.2 / -18.2" s_squared=0.7509
C -0.583 -0.636 -0.551 0.500
C 0.583 0.636 0.551 0.500

| no. | electronic energy (eV) |
| --- | --- |
| 1 | -53305.4324 |
| 2 | -9458.8033 |
| 3 | -6884.6037 |
| 4 | -2051.0998 |